No. 1
{"formula": "C3H3ClN2O", "method": "the ωB97M-V functional and the def2-TZVPD basis", "elements": ["C", "H", "Cl", "O", "H", "H", "C", "N", "C", "N"], "coordinates": [[-0.3449, -0.8742, 0.5244], [-0.7801, 1.7878, 1.6847], [2.6102, -4.1712, 2.1268], [-0.0668, -2.0029, 0.5244], [-1.6724, 4.1001, -1.2365], [3.3844, -4.5894, 1.0838], [-0.9992, 1.5405, 0.5715], [-0.8123, 0.1996, 0.2991], [-1.4753, 2.4914, -0.1884], [-2.1205, 3.3664, -0.6971]], "forces_ev_per_angstrom": [[-0.978, 0.759, -0.961], [-0.430, 0.074, -2.141], [1.262, -0.679, -1.679], [0.674, -0.810, 0.583], [0.213, -0.106, -0.057], [-1.258, 0.679, 1.685], [0.913, -0.258, 3.376], [0.063, 0.264, -0.612], [0.421, -1.065, 0.517], [-0.878, 1.142, -0.711]], "nbo_charge": [0.86, 0.24, -0.29, -0.51, 0.38, 0.29, -0.24, -0.53, 0.39, -0.58], "e_lumo_ev": 0.43, "charge": 0, "e_above_lowest_kcal_mol": 43.2, "energy_ha": -760.9928, "gap_ev": 9.052, "spin_multiplicity": 1}

=====

No. 2
{"formula": "C4H5HgLiO2", "method": "the ωB97M-V functional and the def2-TZVPD basis", "elements": ["H", "C", "H", "H", "C", "Li", "Hg", "C", "O", "O", "H", "C", "H"], "coordinates": [[-0.7988, -0.9116, -1.2515], [-0.0685, 0.3338, 1.0911], [0.3251, 0.6210, 2.0708], [-0.5660, -1.6037, 1.7928], [-0.5680, -0.9126, 0.9466], [-2.1479, -3.8243, -1.6034], [2.1458, 3.9835, -0.5707], [0.0993, 1.3725, 0.0336], [1.3415, 1.5890, -0.3080], [-1.5299, -2.5790, -0.3949], [-0.6049, 1.1777, -0.8032], [-1.0113, -1.4685, -0.3219], [-0.1747, 2.8532, 0.2174]], "forces_ev_per_angstrom": [[-0.173, 0.005, 0.244], [0.100, 0.501, 1.098], [-0.064, -0.231, -0.213], [-0.140, 0.253, -0.230], [0.155, 0.191, -0.210], [0.080, 0.157, 0.312], [0.243, 0.603, -0.035], [-1.327, 2.015, -1.052], [0.552, -0.661, -0.033], [-0.329, -0.557, -0.511], [0.235, 0.490, 0.040], [0.582, 0.570, 0.347], [0.086, -3.338, 0.242]], "nbo_charge": [0.15, -0.05, 0.24, 0.25, -0.35, 0.99, 0.13, -0.10, -0.40, -0.74, 0.17, 0.45, 0.26], "e_lumo_ev": [-4.58, -5.03], "charge": 1, "e_above_lowest_kcal_mol": 9.5, "energy_ha": -466.4947, "gap_ev": [6.670, 6.134], "spin_multiplicity": 2}

=====

No. 3
{"formula": "C11H10FN3OS3", "method": "the ωB97M-V functional and the def2-TZVPD basis", "elements": ["H", "H", "H", "C", "N", "F", "H", "H", "C", "C", "S", "S", "C", "N", "C", "C", "H", "H", "C", "H", "C", "C", "C", "N", "C", "H", "H", "S", "O"], "coordinates": [[-1.1636, 1.1964, -1.7995], [-2.8819, 0.5531, 2.7888], [-0.6453, 1.5495, 2.4306], [-1.5442, 1.0646, -0.8011], [1.7633, -0.4800, -0.4675], [-4.4644, -0.2296, 0.8954], [1.0154, 2.1020, 1.0208], [-1.1025, -4.3234, -1.3015], [1.2760, 1.9957, -0.9863], [2.7722, 2.1859, -0.7248], [2.7495, -1.6049, 1.5814], [3.4182, 1.2623, 0.7082], [-0.7669, 1.4447, 0.2891], [1.6383, -2.4364, 0.7081], [1.2359, -1.7142, -0.3062], [-3.2494, 0.3254, 0.6953], [-0.6882, -3.7265, 0.3302], [3.3153, 1.8742, -1.6166], [-2.7880, 0.4984, -0.5966], [2.9931, 3.2337, -0.5150], [-1.2509, 1.2607, 1.5829], [-0.3332, -3.8715, -0.6848], [2.6089, -0.2450, 0.4828], [0.5220, 1.9708, 0.1459], [-2.4968, 0.7029, 1.7927], [0.5671, -4.4768, -0.6853], [-3.3971, 0.1889, -1.4304], [0.0356, -2.2527, -1.4206], [0.8617, 1.9517, -2.1163]], "forces_ev_per_angstrom": [[-0.002, 0.031, -0.032], [-0.057, -0.023, 0.086], [0.065, 0.032, 0.087], [0.108, 0.040, -0.024], [0.371, 0.431, -0.253], [0.010, 0.012, -0.004], [0.015, -0.106, -0.261], [-0.060, -0.022, -0.058], [0.298, 0.390, 0.253], [0.182, -0.375, 0.011], [-0.078, 0.794, -0.625], [0.257, 0.506, 0.063], [-0.262, -0.085, -0.081], [-0.317, -0.558, -0.082], [0.221, -0.737, 0.843], [0.142, 0.057, -0.077], [-0.038, -0.082, 0.048], [-0.176, 0.084, 0.024], [-0.205, -0.066, 0.363], [0.008, -0.020, -0.008], [0.019, 0.016, -0.185], [0.204, 0.426, -0.094], [0.096, -0.567, 0.455], [0.008, 0.385, 0.366], [-0.171, -0.095, -0.136], [-0.019, -0.105, 0.032], [-0.084, -0.041, -0.079], [-0.393, -0.326, -0.331], [-0.140, 0.002, -0.303]], "nbo_charge": [0.26, 0.23, 0.21, -0.23, -0.52, -0.33, 0.40, 0.23, 0.71, -0.62, 0.61, 0.31, 0.14, -0.67, 0.19, 0.37, 0.23, 0.26, -0.25, 0.25, -0.22, -0.73, -0.14, -0.62, -0.27, 0.23, 0.23, 0.31, -0.59], "e_lumo_ev": 0.30, "charge": 0, "e_above_lowest_kcal_mol": 0.6, "energy_ha": -1959.1371, "gap_ev": 8.740, "spin_multiplicity": 1}